(1)
Computed, not measured: C8H18NO3PS as an isolated structure in a non-equilibrium geometry, with the ωB97M-V functional and the def2-TZVPD basis.

Geometry (Å):
C: -2.10 0.57 -1.04
C: 0.09 -3.36 1.07
C: 4.26 0.91 -0.38
C: -1.83 2.55 0.35
C: -3.47 0.89 0.96
C: -0.29 0.99 -1.74
C: -0.45 -2.16 0.45
C: 3.19 -0.34 -0.43
N: -2.38 1.24 0.02
O: 0.61 0.71 0.79
O: 0.37 -1.54 -0.54
O: 2.10 0.10 -1.15
P: 0.62 0.09 -0.52
S: -2.90 -0.62 -1.77
H: 1.04 -3.21 1.59
H: -0.68 -3.75 1.64
H: 0.50 -3.99 0.38
H: 5.21 0.55 -0.40
H: 4.09 1.43 -1.31
H: 4.23 1.46 0.51
H: -2.41 3.40 0.07
H: -1.78 2.65 1.54
H: -0.85 2.58 0.00
H: -4.10 1.74 1.04
H: -4.01 -0.13 0.68
H: -2.92 0.59 1.98
H: -0.14 2.08 -1.72
H: -0.24 0.41 -2.66
H: -0.70 -1.38 1.20
H: -1.39 -2.43 -0.10
H: 2.79 -0.78 0.53
H: 3.55 -1.22 -1.03

Values from the calculation:
HOMO energy, hartree: -0.307
Kohn-Sham gap, eV: 9.0856
Energy above the lowest of the compared OMol25 structures with the same formula, charge and spin, kcal per mole: 5.7
Multiplicity: 1
E, Ha: -1335.60078


(2)
Computed, not measured: C37H49B2F4N8O4SeV as an isolated structure, with the ωB97M-V functional and the def2-TZVPD basis.

Geometry (Å):
V: -0.72 0.22 0.49
C: -4.41 0.70 -2.94
C: -3.03 0.76 -2.40
N: -2.55 1.82 -1.83
O: -3.35 2.84 -1.51
B: -4.00 2.63 -0.11
F: -4.89 1.57 -0.24
F: -4.56 3.83 0.19
O: -2.96 2.30 0.91
N: -2.63 0.98 1.03
C: -3.35 0.23 1.78
C: -4.56 0.67 2.52
C: -2.91 -1.20 1.79
N: -1.78 -1.38 1.24
O: -1.31 -2.63 0.99
B: -1.33 -2.82 -0.48
F: -0.62 -3.89 -0.85
F: -2.63 -2.77 -0.96
O: -0.59 -1.52 -1.11
N: -1.42 -0.49 -1.42
C: -2.18 -0.46 -2.44
C: -2.30 -1.50 -3.49
C: -3.78 -2.28 2.31
H: -4.96 1.60 -2.75
H: -4.93 -0.16 -2.51
H: -4.34 0.52 -4.02
H: -5.46 0.37 1.97
H: -4.57 1.75 2.63
H: -4.59 0.19 3.50
H: -1.49 -2.22 -3.39
H: -2.28 -1.05 -4.48
H: -3.25 -2.04 -3.38
H: -3.84 -2.21 3.40
H: -3.38 -3.25 2.04
H: -4.79 -2.18 1.92
C: 2.32 -4.83 -1.35
C: 2.05 -4.85 0.13
C: 1.91 -6.06 0.81
C: 1.69 -6.09 2.17
C: 1.61 -4.91 2.88
C: 1.74 -3.68 2.24
C: 1.69 -2.38 2.99
C: 1.95 -3.67 0.86
N: 2.02 -2.42 0.18
C: 3.15 -1.92 -0.09
C: 4.48 -2.49 0.33
C: 3.17 -0.71 -1.00
C: 4.41 -0.56 -1.84
N: 2.17 0.06 -1.05
C: 2.13 1.10 -2.02
C: 1.75 0.79 -3.33
C: 1.52 -0.64 -3.75
C: 1.60 1.84 -4.23
C: 1.80 3.15 -3.85
C: 2.18 3.44 -2.55
C: 2.35 2.42 -1.61
C: 2.78 2.70 -0.20
H: 1.85 -5.69 -1.84
H: 3.39 -4.89 -1.56
H: 1.93 -3.93 -1.82
H: 1.98 -6.98 0.25
H: 1.58 -7.04 2.68
H: 1.44 -4.93 3.96
H: 2.69 -1.93 3.04
H: 1.34 -2.53 4.01
H: 1.05 -1.67 2.47
H: 4.34 -3.30 1.04
H: 5.10 -1.72 0.78
H: 5.02 -2.89 -0.53
H: 5.29 -0.44 -1.21
H: 4.34 0.30 -2.51
H: 4.57 -1.46 -2.44
H: 1.01 -1.21 -2.97
H: 2.46 -1.15 -3.95
H: 0.93 -0.68 -4.67
H: 1.31 1.61 -5.25
H: 1.68 3.95 -4.56
H: 2.35 4.46 -2.24
H: 2.71 3.76 0.03
H: 3.81 2.39 -0.03
H: 2.17 2.14 0.51
Se: -0.64 2.10 -1.44
C: -0.80 3.94 -0.97
C: -1.23 4.88 -1.88
C: -1.17 6.21 -1.50
N: -0.70 6.62 -0.32
C: -0.28 5.69 0.54
C: -0.32 4.33 0.27
H: -1.61 4.61 -2.86
H: -1.51 6.99 -2.17
H: 0.09 6.05 1.49
H: 0.01 3.60 0.99
C: 1.68 1.32 3.50
C: 0.18 1.27 3.22
C: -0.43 2.66 3.40
C: -0.53 0.30 4.18
N: -0.06 0.76 1.88
H: 1.85 1.75 4.48
H: 2.19 1.95 2.76
H: 2.12 0.33 3.47
H: -0.51 2.88 4.47
H: -1.43 2.73 2.97
H: 0.19 3.44 2.97
H: -1.61 0.41 4.09
H: -0.25 0.54 5.21
H: -0.25 -0.73 3.98

Values from the calculation:
HOMO energy (alpha / beta), hartree: -0.379 / -0.379
Kohn-Sham gap (alpha / beta), eV: 6.2794 / 6.3323
Energy above the lowest of the compared OMol25 structures with the same formula, charge and spin, kcal per mole: 0.0
Charge: +1
Multiplicity: 2
<S²>: 0.853
E, Ha: -5972.93307


(3)
Computed, not measured: the molecule C4H4 in a non-equilibrium geometry, with the ωB97M-V functional and the def2-TZVPD basis.

Geometry (Å):
C: 0.19 -0.05 0.50
C: 0.04 -1.36 0.96
C: 0.54 1.19 0.28
C: -0.52 -0.97 -0.37
H: 1.34 1.67 0.83
H: 0.04 1.79 -0.46
H: -0.04 -1.13 -1.32
H: -1.60 -1.13 -0.43

Values from the calculation:
HOMO energy, hartree: -0.328
Kohn-Sham gap, eV: 7.7616
Energy above the lowest of the compared OMol25 structures with the same formula, charge and spin, kcal per mole: 74.5
Multiplicity: 1
E, Ha: -154.60168